No. 1
Formula: C9H14
Source: the Open Molecules 2025 dataset
Level of theory: the ωB97M-V functional and the def2-TZVPD basis

Each line ends with the natural charge from an NBO analysis.
Atoms and positions in Å:
C1 -2.5215 1.0471 -0.8770  -0.68
C2 1.6321 0.9283 -1.8195  0.04
C3 0.6806 0.9309 -2.8408  -0.22
C4 1.1753 0.5333 -0.4968  -0.11
C5 -0.6502 0.9916 -2.5466  -0.14
C6 -0.1708 0.3975 -0.2345  -0.25
C7 -1.0928 0.8178 -1.1932  0.26
H1 2.5917 1.3900 -2.0143  0.25
H2 0.9941 1.0701 -3.8677  0.26
H3 1.9217 0.3337 0.2602  0.25
H4 -1.3588 1.0163 -3.3641  0.25
H5 -0.3337 -0.0521 0.7364  0.27
H6 -2.8349 0.6606 0.0897  0.26
H7 -3.1493 0.5333 -1.6120  0.27
H8 -2.7019 2.1257 -0.9266  0.28
C8 0.6256 -2.2069 3.1594  -0.61
C9 0.5383 -2.3555 4.6729  -0.61
H9 1.1565 -1.2782 2.9277  0.19
H10 1.0797 -3.0475 2.6380  0.21
H11 -0.3270 -2.1753 2.6107  0.19
H12 -0.2854 -3.0149 4.9441  0.21
H13 0.3884 -1.4414 5.2465  0.21
H14 1.4896 -2.7414 5.0411  0.21

orbital gap (alpha / beta)	0.346 / 0.217	Eh
energy above the lowest of the compared OMol25 structures with the same formula, charge and spin	59.10	kJ/mol
E_LUMO (alpha / beta)	-4.7 / -8.2	eV
2S+1	2
total charge	+1

No. 2
Formula: C6H12O
Source: the Open Molecules 2025 dataset
Level of theory: the ωB97M-V functional and the def2-TZVPD basis

Each line ends with the natural charge from an NBO analysis.
Atoms and positions in Å:
C1 0.6945 0.7342 -1.7108  -0.66
C2 0.0698 -0.1019 -0.6172  0.01
C3 -0.8499 0.4561 0.2200  -0.42
C4 0.2002 -2.2682 0.6649  -0.38
C5 0.3593 -1.5564 -0.4421  -0.03
C6 0.6462 -2.2964 -1.7583  -0.64
H1 1.0458 0.0614 -2.4982  0.22
H2 -0.1065 1.3286 -2.1462  0.23
H3 1.4948 1.2974 -1.2203  0.23
H4 -1.7275 -0.1636 0.3780  0.20
H5 -0.9460 1.5323 0.3439  0.19
H6 0.5586 -3.2623 0.8685  0.20
H7 -0.4516 -1.9874 1.5080  0.20
H8 0.4340 -3.3409 -1.5943  0.22
H9 0.0250 -1.8936 -2.5487  0.21
H10 1.6928 -2.1029 -2.0544  0.21
H11 -1.4468 3.8445 4.0299  0.47
H12 -0.4045 4.9997 4.1687  0.47
O1 -1.2882 4.7198 4.4085  -0.94

orbital gap	0.329	Eh
energy above the lowest of the compared OMol25 structures with the same formula, charge and spin	267.66	kJ/mol
E_LUMO	0.6	eV
total charge	0

No. 3
Formula: H28O14
Source: the Open Molecules 2025 dataset
Level of theory: the ωB97M-V functional and the def2-TZVPD basis

Each line ends with the natural charge from an NBO analysis.
Atoms and positions in Å:
O1 2.5887 3.5431 0.2712  -0.97
H1 3.4521 3.6329 -0.1913  0.46
H2 2.6250 2.6081 0.5600  0.49
O2 -2.1171 -2.9500 -1.7282  -0.97
H3 -2.2683 -2.7168 -2.6558  0.49
H4 -2.7279 -2.4752 -1.1666  0.50
O3 -0.1189 -1.5781 -0.8511  -1.04
H5 -0.5206 -1.5464 0.0281  0.50
H6 -0.7029 -2.3225 -1.2497  0.51
O4 0.8846 2.4463 -3.0910  -0.97
H7 1.6949 2.2717 -2.5748  0.50
H8 0.2103 3.0001 -2.7227  0.49
O5 3.2300 -1.5877 2.8764  -1.00
H9 2.7821 -2.3772 2.4300  0.51
H10 4.1835 -1.6198 2.6974  0.47
O6 -3.4374 -1.6860 0.1061  -0.95
H11 -2.9011 -1.0965 0.7062  0.50
H12 -3.7676 -2.3190 0.7493  0.48
O7 -1.7443 3.4994 1.8821  -0.96
H13 -0.9448 3.7618 2.3912  0.49
H14 -1.6746 4.0261 1.0437  0.49
O8 -0.8792 -1.5860 1.8180  -1.00
H15 -1.0506 -0.6167 1.9850  0.51
H16 -0.5878 -1.8768 2.7051  0.49
O9 -1.1370 0.8580 -1.8793  -1.03
H17 -0.3209 1.3102 -2.1570  0.49
H18 -0.9378 0.0247 -1.4519  0.50
O10 2.6864 -1.5655 -0.9283  -0.97
H19 1.6991 -1.3225 -1.0002  0.51
H20 2.5860 -2.4895 -1.2756  0.47
O11 2.9946 1.6718 2.0855  -0.96
H21 2.8311 0.7396 2.0321  0.49
H22 3.6389 1.7005 2.8083  0.48
O12 1.6711 -3.1352 1.1263  -0.99
H23 0.7604 -2.8864 0.9640  0.49
H24 2.2177 -2.5480 0.5666  0.49
O13 -3.7468 1.1752 -3.7525  -0.95
H25 -4.1969 0.7379 -3.0111  0.46
H26 -2.8872 1.4078 -3.3252  0.49
O14 -1.2447 0.9260 1.0898  -1.00
H27 -1.4981 1.5456 1.7904  0.50
H28 -1.3241 1.4150 0.2993  0.51

orbital gap	0.400	Eh
energy above the lowest of the compared OMol25 structures with the same formula, charge and spin	117.36	kJ/mol
E_LUMO	0.0	eV
total charge	0

No. 4
Formula: C16H23BeBrClCsN3O8P
Source: the Open Molecules 2025 dataset
Level of theory: the ωB97M-V functional and the def2-TZVPD basis

Each line ends with the Mulliken charge.
Atoms and positions in Å:
C1 3.3668 0.9345 -0.1888  -0.43
C2 3.0572 2.3677 0.1981  -0.09
C3 1.7710 3.2160 -0.3619  -0.78
C4 0.3193 2.4744 -0.1940  0.41
P1 -0.2132 1.8055 -1.9022  0.26
O1 -1.7278 2.1700 -2.2987  -0.68
C5 -0.8657 3.5855 0.2026  -1.89
C6 -1.7852 3.0131 1.4453  -0.01
C7 -2.9824 1.9337 1.1466  0.21
O2 -3.7851 2.2197 -0.0616  -0.38
C8 -4.1960 0.8590 -0.5307  0.27
C9 -5.4742 0.8827 -1.5602  -1.14
C10 -0.6193 2.0255 2.1238  -0.03
O3 -0.4189 1.7838 3.4221  -0.64
N1 0.1005 1.4504 0.8968  0.06
H1 4.2034 0.6445 -0.9794  0.28
H2 2.7241 0.0785 0.3379  -0.05
H3 3.7631 2.9042 0.9943  0.34
H4 1.9884 3.4232 -1.5175  0.49
H5 1.8257 4.2937 0.1463  0.25
H6 -0.1773 0.3425 -1.8371  0.11
H7 0.5983 2.3047 -3.0144  0.13
H8 -0.2619 4.4555 0.7531  0.67
H9 -1.3741 4.1789 -0.6688  0.86
H10 -2.0861 3.8372 2.2197  0.61
H11 -2.4745 0.8714 0.9515  -0.22
H12 -3.6361 1.8611 2.1401  0.28
H13 -4.4822 0.1648 0.3884  0.28
H14 -3.2597 0.3537 -1.0631  0.18
H15 -5.5135 1.8070 -2.2799  0.43
H16 -6.4930 0.7194 -0.9626  0.26
H17 -5.3674 -0.0920 -2.2405  0.33
H18 0.9222 0.9079 1.2420  0.13
Cs1 -2.7930 5.5261 -0.3990  1.06
N2 -2.4930 -1.8150 0.8451  1.11
O4 -2.2898 -2.0256 -0.3622  -0.63
O5 -1.5443 -1.5283 1.5939  -0.62
O6 -3.6450 -1.8913 1.3035  -0.62
C11 3.2546 -5.5648 2.0570  -0.36
C12 2.9742 -4.2026 2.1751  -0.61
C13 2.9433 -3.3932 1.0379  0.06
C14 3.1915 -3.9620 -0.2190  0.24
C15 3.4808 -5.3277 -0.3397  -0.19
C16 3.5116 -6.1265 0.8052  -0.56
N3 3.1354 -3.1214 -1.4210  0.81
O7 2.8950 -1.9142 -1.2709  -0.58
O8 3.3274 -3.6675 -2.5170  -0.48
H19 3.2720 -6.1929 2.9460  0.37
H20 2.7764 -3.7719 3.1544  0.38
H21 2.7232 -2.3335 1.1467  0.24
H22 3.6802 -5.7812 -1.3084  0.21
H23 3.7323 -7.1883 0.7216  0.37
Be1 4.4070 -4.8946 -4.1523  0.05
Cl1 -7.2930 0.0299 -2.5164  -0.23
Br1 3.3070 5.3688 -0.2276  -0.53

orbital gap	0.055	Eh
E_LUMO	-5.3	eV
total charge	0

No. 5
Formula: C15H15N3PV
Source: the Open Molecules 2025 dataset
Level of theory: the ωB97M-V functional and the def2-TZVPD basis

Each line ends with the natural charge from an NBO analysis.
Atoms and positions in Å:
C1 0.1482 -0.0107 -4.8073  -0.38
C2 -0.9640 -0.8412 -5.1483  -0.36
C3 -0.6793 -2.1133 -4.5725  -0.33
C4 0.6870 -2.1924 -4.2095  -0.36
C5 1.1639 -0.8552 -4.1776  -0.40
V1 0.8601 1.1158 -1.0437  0.72
P1 -0.5403 2.7606 -2.2804  0.04
H1 0.1851 1.0709 -4.9513  0.17
H2 -1.8862 -0.5667 -5.6453  0.18
H3 -1.3588 -2.9648 -4.5934  0.17
H4 2.1332 -0.5322 -3.7598  0.17
H5 1.1912 -3.1069 -3.8797  0.18
H6 -1.6674 3.4095 -1.6721  0.01
H7 -0.9303 2.9479 -3.6474  0.04
H8 0.3414 3.9135 -2.2355  0.00
N1 -0.2655 1.5237 7.8399  -0.39
C6 -0.1772 1.1789 6.7247  0.30
C7 -0.0815 0.7531 5.3511  -0.28
C8 -0.9558 1.2830 4.3898  -0.12
C9 -0.8882 0.8504 3.0665  -0.31
C10 0.0615 -0.1065 2.6945  0.24
C11 0.9294 -0.6524 3.6505  -0.28
C12 0.8746 -0.1996 4.9727  -0.15
N2 0.1889 -0.4642 1.3338  -0.39
C13 0.8162 -1.6014 0.8365  -0.15
C14 0.5920 -1.6374 -0.5103  -0.06
N3 -0.1595 -0.5377 -0.9023  -0.62
C15 -0.4688 0.1501 0.2963  -0.14
H9 -1.6808 2.0439 4.6909  0.22
H10 -1.5820 1.2751 2.3411  0.22
H11 1.6714 -1.3939 3.3649  0.22
H12 1.5847 -0.5831 5.7119  0.22
H13 1.1926 -2.3662 1.5005  0.21
H14 0.9066 -2.4185 -1.1775  0.24
H15 -1.2423 0.8679 0.4488  0.20

orbital gap (alpha / beta)	0.178 / 0.157	Eh
E_LUMO (alpha / beta)	2.0 / 1.8	eV
2S+1	4
total charge	-1

No. 6
Formula: C3H8Cl2N3O7
Source: the Open Molecules 2025 dataset
Level of theory: the ωB97M-V functional and the def2-TZVPD basis

Each line ends with the natural charge from an NBO analysis.
Atoms and positions in Å:
N1 0.9894 1.2563 0.4234  -0.85
C1 -0.0118 0.4008 -0.2064  0.36
N2 -0.1345 -0.7490 0.6773  -0.82
N3 -1.3529 0.9819 -0.2534  -0.84
C2 0.3819 -0.0430 -1.6446  -0.10
O1 1.7373 0.2550 -2.0172  -0.48
C3 1.9063 1.4606 -2.4544  0.98
O2 1.1000 2.2991 -2.5628  -0.60
O3 3.1958 1.7707 -2.8357  -0.50
Cl1 4.3677 0.6670 -2.2669  0.25
H1 1.1191 2.1107 -0.1104  0.35
H2 0.5799 1.5682 1.2977  0.37
H3 0.8065 -1.0581 0.8928  0.36
H4 -0.6695 -1.4897 0.2463  0.39
H5 -1.5489 1.3419 0.6727  0.37
H6 -1.3727 1.7463 -0.9216  0.35
H7 -0.3473 0.3622 -2.3436  0.20
H8 0.2869 -1.1146 -1.7215  0.21
O4 -2.0978 -2.6171 1.6066  -0.90
Cl2 -2.2043 -2.3504 3.0271  2.55
O5 -2.8203 -1.0591 3.2345  -0.88
O6 -0.8884 -2.3627 3.6262  -0.88
O7 -3.0227 -3.3771 3.6340  -0.88

orbital gap	0.263	Eh
E_LUMO	1.5	eV
total charge	-1

No. 7
Formula: C4H8O
Source: the Open Molecules 2025 dataset
Level of theory: the ωB97M-V functional and the def2-TZVPD basis

Each line ends with the natural charge from an NBO analysis.
Atoms and positions in Å:
O1 0.0127 -2.9441 -2.5160  -0.82
C1 -0.2339 -4.2223 -2.4060  -0.28
H1 0.5568 -4.9545 -2.6351  0.05
H2 -1.2301 -4.5837 -2.1016  0.05
C2 0.8131 3.1913 2.3429  -0.64
C3 0.3206 2.0645 1.4732  -0.18
C4 -0.8972 2.0332 0.9826  -0.40
H3 0.1816 4.0721 2.2111  0.20
H4 0.8421 2.9333 3.3995  0.21
H5 1.8521 3.4339 2.0993  0.21
H6 1.0619 1.3110 1.2443  0.21
H7 -1.2788 1.2409 0.3480  0.22
H8 -1.6290 2.8143 1.1805  0.17

orbital gap (alpha / beta)	0.086 / 0.197	Eh
energy above the lowest of the compared OMol25 structures with the same formula, charge and spin	121.87	kJ/mol
E_LUMO (alpha / beta)	3.1 / 3.1	eV
2S+1	2
total charge	-1

No. 8
Formula: C38H29N6O7PS5Ti
Source: the Open Molecules 2025 dataset
Level of theory: the ωB97M-V functional and the def2-TZVPD basis

Each line ends with the Mulliken charge.
Atoms and positions in Å:
Ti1 -0.3410 -0.7165 0.6665  0.11
O1 -0.3383 -2.4321 1.7341  -0.18
C1 -0.6063 -3.5771 1.3709  -0.64
C2 -1.0319 -3.9420 0.0437  1.43
C3 -1.3162 -5.2835 -0.2156  -0.62
C4 -1.7312 -5.6386 -1.4657  -0.62
C5 -1.8699 -4.6993 -2.4850  -0.51
C6 -1.5888 -3.3767 -2.2391  -0.77
C7 -1.1649 -2.9830 -0.9749  0.17
O2 -0.9189 -1.7033 -0.7338  -0.09
N1 -2.0246 -7.0634 -1.7496  1.04
O3 -2.3451 -7.3506 -2.8838  -0.62
O4 -1.9257 -7.8509 -0.8317  -0.62
H1 -0.5082 -4.3725 2.1139  0.32
H2 -1.2174 -6.0357 0.5586  0.60
H3 -2.2041 -5.0280 -3.4586  0.53
H4 -1.6778 -2.6239 -3.0101  0.62
N2 1.7908 -0.2723 5.6049  -0.46
C8 0.9473 0.3391 4.7125  0.30
C9 0.6267 -0.2903 3.4997  -0.69
N3 -0.1973 0.2721 2.6290  1.25
C10 -0.7239 1.4674 2.9493  -0.55
C11 -0.3959 2.0606 4.1402  -0.70
N4 0.4410 1.5173 5.0320  -0.66
H5 2.3708 -1.0302 5.2934  0.22
H6 2.1359 0.2945 6.3596  0.26
H7 1.0623 -1.2448 3.2442  0.48
H8 -1.3894 1.9279 2.2429  0.49
H9 -0.8171 3.0267 4.3911  0.41
O5 1.6125 2.8756 0.8101  -0.04
C12 2.1910 3.0034 -0.4146  1.03
C13 2.9295 4.1459 -0.7246  -1.02
C14 3.5601 4.2719 -1.9476  -0.44
C15 3.4506 3.2644 -2.8996  -0.83
C16 2.6988 2.1468 -2.6003  -0.97
C17 2.0636 1.9883 -1.3659  0.26
C18 1.3152 0.7112 -1.1971  -0.03
O6 1.0848 -0.0158 -2.1177  -0.59
O7 0.9038 0.4261 0.0816  0.63
H10 1.9110 3.6073 1.3600  0.30
H11 3.0202 4.9305 0.0208  0.38
H12 4.1453 5.1605 -2.1562  0.41
H13 3.9582 3.3461 -3.8517  0.44
H14 2.5776 1.3483 -3.3208  0.48
S1 5.3152 2.7571 1.7140  -0.32
C19 4.7207 1.2904 1.1890  0.09
S2 3.5247 0.4245 2.0727  -0.17
C20 3.3616 -0.7646 0.8168  0.28
N5 4.1762 -0.5609 -0.1618  -0.77
N6 4.9674 0.5591 0.0675  0.83
C21 5.9756 0.7920 -0.9372  0.52
C22 5.7836 0.2422 -2.2024  -0.01
C23 6.7494 0.4168 -3.1806  -0.74
C24 7.9074 1.1358 -2.9085  -0.47
C25 8.0902 1.6704 -1.6420  -0.70
C26 7.1314 1.5010 -0.6495  -0.65
S3 2.1689 -2.0345 0.8759  -0.50
H15 4.8880 -0.3272 -2.4032  0.50
H16 6.5929 -0.0152 -4.1622  0.36
H17 8.6633 1.2690 -3.6737  0.39
H18 8.9923 2.2242 -1.4100  0.38
H19 7.2845 1.9226 0.3323  0.29
S4 -2.8498 -1.2019 1.7301  -0.71
P1 -3.4134 0.2324 0.4631  2.12
S5 -1.8245 1.2368 -0.2333  -0.70
C27 -4.3361 -0.4983 -0.9083  0.33
C28 -5.5543 -1.1299 -0.6419  -0.62
C29 -6.2481 -1.7571 -1.6637  -0.67
C30 -5.7295 -1.7599 -2.9560  -0.51
C31 -4.5227 -1.1321 -3.2224  -0.65
C32 -3.8216 -0.4994 -2.1980  -0.27
C33 -4.5890 1.3451 1.2609  0.44
C34 -5.0670 1.1174 2.5456  -0.32
C35 -5.9772 2.0063 3.1122  -0.65
C36 -6.4032 3.1177 2.3996  -0.41
C37 -5.9188 3.3511 1.1160  -0.69
C38 -5.0144 2.4692 0.5494  -0.55
H20 -5.9542 -1.1296 0.3664  0.41
H21 -7.1917 -2.2470 -1.4560  0.41
H22 -6.2723 -2.2518 -3.7550  0.40
H23 -4.1225 -1.1311 -4.2299  0.44
H24 -2.8797 -0.0022 -2.3969  0.43
H25 -4.7239 0.2530 3.0995  0.39
H26 -6.3527 1.8258 4.1122  0.41
H27 -7.1135 3.8068 2.8427  0.39
H28 -6.2477 4.2205 0.5597  0.40
H29 -4.6287 2.6544 -0.4480  0.38

orbital gap	0.224	Eh
energy above the lowest of the compared OMol25 structures with the same formula, charge and spin	127.79	kJ/mol
E_LUMO	-1.5	eV
total charge	0

Calculated total energy in order - -9550.829 -8461.580 -29120.435 -130591.134 -55239.368 -47081.727 -6322.499 -149733.276 eV
Calculated maximum force in order - 0.049 0.046 0.046 0.169 0.072 0.058 0.021 0.042 hartree/bohr